Record 1
{"formula": "C17H22N2O4S", "method": "ωB97M-V/def2-TZVPD", "symbols": ["C", "C", "C", "N", "S", "O", "O", "C", "C", "C", "C", "C", "C", "C", "O", "N", "C", "C", "C", "C", "C", "O", "C", "C", "H", "H", "H", "H", "H", "H", "H", "H", "H", "H", "H", "H", "H", "H", "H", "H", "H", "H", "H", "H", "H", "H"], "positions_angstrom": [[-2.44060, -2.25291, -2.01040], [-2.93928, -0.88746, -1.54125], [-4.35672, -0.61693, -2.04266], [-2.84718, -0.81550, -0.09156], [-2.85407, 0.69532, 0.63097], [-3.23490, 0.46378, 1.99461], [-3.60531, 1.64837, -0.13977], [-1.13261, 1.16296, 0.57279], [-0.29875, 0.78821, 1.60582], [1.02655, 1.18650, 1.58363], [1.51754, 1.96594, 0.54192], [2.95186, 2.42453, 0.54363], [3.68678, 2.06038, -0.75595], [3.38190, 0.63494, -1.19164], [2.83007, 0.36848, -2.23616], [3.81613, -0.31311, -0.32705], [3.46248, -1.70996, -0.50555], [2.16869, -2.03551, 0.16711], [0.88852, -1.70266, -0.16199], [0.06482, -2.23016, 0.86309], [0.90780, -2.83862, 1.73881], [2.18514, -2.72265, 1.33160], [0.65728, 2.33387, -0.48831], [-0.66646, 1.93330, -0.47449], [-2.42855, -2.28833, -3.09624], [-1.43762, -2.44177, -1.64058], [-3.09917, -3.03730, -1.64369], [-2.26731, -0.10613, -1.91033], [-4.68887, 0.35631, -1.69212], [-4.38036, -0.63023, -3.12930], [-5.03854, -1.37939, -1.66935], [-3.50949, -1.41617, 0.37814], [-0.70348, 0.20778, 2.41866], [1.68112, 0.89899, 2.39425], [3.46617, 1.98924, 1.40330], [2.98077, 3.51086, 0.66541], [4.76321, 2.17641, -0.61618], [3.37502, 2.71785, -1.56687], [4.14329, -0.03529, 0.58407], [4.26022, -2.33712, -0.10276], [3.36640, -1.86769, -1.58280], [0.58501, -1.14302, -1.02239], [-1.00054, -2.14911, 0.92708], [0.73416, -3.37245, 2.65184], [1.02095, 2.94242, -1.30128], [-1.35271, 2.23367, -1.25041]], "mulliken_charge": [-1.3735, 0.6687, -1.6165, -0.2367, 1.4875, -0.7859, -0.6816, -0.2242, -0.5896, -0.7198, 1.1476, -1.3780, -0.8510, 0.4860, -0.6588, -0.1086, -1.1806, -0.2660, 0.5016, -0.0873, -1.0599, -0.3683, -0.4830, -0.5494, 0.4221, 0.2485, 0.3792, 0.1462, 0.3877, 0.4257, 0.3486, 0.3593, 0.5329, 0.3177, 0.4527, 0.3986, 0.4257, 0.4274, 0.2852, 0.3645, 0.3719, 0.7387, 0.5024, 0.4677, 0.3573, 0.5673], "max_force_ha_per_bohr": 0.0179, "e_homo_ev": -8.64, "total_energy_ha": -1469.6585, "smiles": "CC(C)NS(=O)(=O)c1ccc(CCC(=O)NCc2ccco2)cc1", "orbital_gap_ev": 9.162, "e_lumo_ev": 0.52}



Record 2
{"formula": "C17H22N2O6S", "method": "ωB97M-V/def2-TZVPD", "symbols": ["C", "C", "N", "C", "C", "S", "O", "O", "C", "C", "C", "C", "C", "O", "O", "C", "C", "N", "C", "O", "C", "C", "C", "O", "C", "C", "H", "H", "H", "H", "H", "H", "H", "H", "H", "H", "H", "H", "H", "H", "H", "H", "H", "H", "H", "H", "H", "H"], "positions_angstrom": [[2.19950, 2.00934, -0.60326], [3.62170, 1.51258, -0.86396], [4.07014, 0.45617, 0.01297], [4.01950, 0.64378, 1.44473], [4.94822, 1.76151, 1.90821], [3.92967, -1.09243, -0.55640], [4.33848, -1.09250, -1.92958], [4.59659, -1.95867, 0.36929], [2.16758, -1.44964, -0.49913], [1.41555, -1.33028, -1.65351], [0.04594, -1.50193, -1.58670], [-0.55978, -1.78738, -0.36383], [-2.03979, -1.86732, -0.31963], [-2.75347, -1.62938, -1.26572], [-2.49597, -2.20461, 0.89197], [-3.89755, -2.10909, 1.11538], [-4.27083, -0.68700, 1.54989], [-4.12884, 0.23838, 0.44844], [-5.12338, 0.40292, -0.49904], [-6.21473, -0.09128, -0.41774], [-4.57502, 1.29595, -1.58675], [-3.16807, 1.66360, -1.13006], [-2.95753, 0.90153, 0.15870], [-1.96530, 0.86778, 0.84082], [0.21187, -1.92562, 0.78758], [1.58269, -1.75724, 0.71525], [2.13331, 2.51860, 0.35486], [1.48697, 1.18801, -0.60676], [1.92002, 2.71441, -1.38175], [3.70289, 1.10110, -1.87087], [4.32193, 2.35039, -0.78430], [4.35353, -0.30375, 1.86931], [2.99294, 0.84214, 1.78353], [5.94939, 1.59374, 1.52165], [4.98761, 1.77271, 2.99418], [4.59697, 2.73153, 1.56602], [1.91960, -1.10625, -2.58032], [-0.57442, -1.41181, -2.46570], [-4.12467, -2.81931, 1.91158], [-4.43979, -2.37430, 0.20150], [-5.31332, -0.66946, 1.87462], [-3.60656, -0.35915, 2.35312], [-5.22889, 2.15699, -1.72313], [-4.57307, 0.72833, -2.51783], [-2.39881, 1.36378, -1.84164], [-3.04486, 2.72991, -0.93757], [-0.26794, -2.14926, 1.72637], [2.21007, -1.86757, 1.58519]], "mulliken_charge": [-0.7238, -0.7583, 0.1694, -0.2129, -1.4738, 1.2478, -0.7151, -0.7255, 0.1021, -0.5081, -0.5817, 0.4451, 0.3704, -0.6544, -0.3530, -0.4994, -0.9504, 0.1960, 0.4978, -0.6183, -0.5060, -0.3945, 0.3785, -0.6279, -0.4849, -0.7148, 0.2877, 0.0502, 0.4179, 0.3946, 0.3629, 0.3931, 0.2865, 0.3390, 0.4292, 0.3150, 0.5127, 0.5304, 0.3966, 0.3649, 0.4579, 0.3619, 0.3313, 0.2621, 0.2069, 0.3840, 0.5310, 0.4799], "max_force_ha_per_bohr": 0.0220, "e_homo_ev": -9.46, "total_energy_ha": -1620.1962, "smiles": "CCN(CC)S(=O)(=O)c1ccc(C(=O)OCCN2C(=O)CCC2=O)cc1", "orbital_gap_ev": 9.329, "e_lumo_ev": -0.13}



Record 3
{"formula": "C17H22N4O3", "method": "ωB97M-V/def2-TZVPD", "symbols": ["C", "O", "C", "C", "C", "C", "C", "N", "C", "C", "N", "C", "N", "C", "C", "C", "N", "C", "C", "O", "C", "C", "O", "C", "H", "H", "H", "H", "H", "H", "H", "H", "H", "H", "H", "H", "H", "H", "H", "H", "H", "H", "H", "H", "H", "H"], "positions_angstrom": [[1.03588, -1.11412, -6.01174], [0.22444, -0.07333, -5.52754], [0.19320, 0.15738, -4.18983], [0.89934, -0.55976, -3.23738], [0.80069, -0.24190, -1.89244], [-0.01364, 0.80498, -1.48517], [-0.13631, 1.16898, -0.09730], [-0.87269, 2.11051, 0.39557], [-0.66171, 2.08799, 1.75157], [-1.27388, 2.93377, 2.67821], [-1.75746, 3.59519, 3.48353], [0.24637, 1.07382, 2.02609], [0.84270, 0.70988, 3.18575], [1.50580, -0.56892, 3.32256], [0.53360, -1.70987, 3.63550], [1.27308, -3.04076, 3.77463], [0.46399, -4.04311, 4.44517], [1.27007, -5.16473, 4.88145], [-0.64614, -4.49256, 3.63050], [0.57884, 0.48746, 0.86382], [-0.73482, 1.53692, -2.43683], [-0.64065, 1.22746, -3.77720], [-1.29368, 1.87518, -4.77639], [-2.13019, 2.95345, -4.43221], [2.09164, -0.94716, -5.77344], [0.72378, -2.08669, -5.61674], [0.90639, -1.10744, -7.09276], [1.53788, -1.37659, -3.53355], [1.35833, -0.80836, -1.16327], [0.39879, 1.07551, 4.01599], [2.24355, -0.47371, 4.12343], [2.03127, -0.77017, 2.38652], [-0.20956, -1.76637, 2.83827], [0.01475, -1.50353, 4.57387], [1.61279, -3.38405, 2.77991], [2.16155, -2.87678, 4.39118], [0.63831, -5.86235, 5.42870], [1.74286, -5.70288, 4.04465], [2.05121, -4.80831, 5.55142], [-0.31799, -4.94286, 2.67984], [-1.30453, -3.65503, 3.41255], [-1.21430, -5.23537, 4.18765], [-1.35470, 2.34129, -2.07934], [-1.57002, 3.75648, -3.94300], [-2.53842, 3.31816, -5.37334], [-2.94902, 2.63485, -3.77954]], "mulliken_charge": [-0.9316, -0.4310, 1.1110, -0.5437, -1.2772, -0.3168, 0.5523, -0.6331, 0.1916, -0.0036, -0.5269, 0.5056, -0.2069, -1.0204, -0.1742, -0.6763, -0.0669, -1.0002, -0.9941, -0.3824, -0.3841, 0.8780, -0.4302, -0.9166, 0.3663, 0.3642, 0.2346, 0.3736, 0.4844, 0.3197, 0.3493, 0.3545, 0.2443, 0.2843, 0.2892, 0.4091, 0.3535, 0.3555, 0.3102, 0.3371, 0.2986, 0.3667, 0.6288, 0.3668, 0.2217, 0.3648], "max_force_ha_per_bohr": 0.0320, "e_homo_ev": -7.53, "total_energy_ha": -1105.6910, "smiles": "COc1ccc(-c2nc(C#N)c(NCCCN(C)C)o2)cc1OC", "orbital_gap_ev": 8.108, "e_lumo_ev": 0.58}



Record 4
{"formula": "C17H22N4O4", "method": "ωB97M-V/def2-TZVPD", "symbols": ["C", "N", "C", "O", "C", "C", "C", "C", "C", "C", "O", "C", "C", "N", "C", "C", "O", "H", "H", "H", "H", "H", "H", "H", "H", "H", "H", "H", "H", "H", "H", "H", "H", "N", "C", "C", "C", "O", "C", "C", "N", "H", "H", "H", "H", "H", "H"], "positions_angstrom": [[3.67036, 0.77893, -1.53619], [3.29752, 1.46531, -0.29931], [3.17507, 0.95189, 0.93024], [2.89266, 1.70714, 1.85109], [3.37655, -0.55691, 1.19404], [2.03912, -1.28989, 1.39190], [0.97829, -0.89113, 0.38682], [0.98216, -1.44273, -0.90849], [0.05576, -0.98941, -1.86759], [-0.87879, 0.01048, -1.52868], [-1.77024, 0.44342, -2.45705], [-0.88259, 0.55926, -0.22782], [0.04246, 0.10343, 0.72749], [4.22234, -0.77345, 2.37163], [5.09012, -1.77409, 2.50233], [5.89638, -1.80056, 3.77878], [5.26230, -2.63261, 1.64729], [4.60897, 0.23706, -1.40489], [3.80042, 1.51027, -2.33596], [2.88552, 0.08278, -1.83225], [3.11039, 2.45496, -0.35422], [3.86567, -0.99800, 0.32674], [2.20911, -2.36535, 1.32580], [1.66359, -1.07816, 2.39498], [1.70624, -2.20307, -1.16993], [0.05301, -1.39846, -2.86687], [-2.49901, 0.92829, -2.04735], [-1.55867, 1.35968, 0.02314], [0.06818, 0.55245, 1.71208], [4.15481, -0.09169, 3.11190], [6.43791, -0.86215, 3.88039], [5.22569, -1.93754, 4.62458], [6.60394, -2.62730, 3.73253], [-5.36479, 0.12771, 2.06717], [-5.78067, 0.52633, 1.05596], [-6.23579, 1.03683, -0.24170], [-5.21795, 0.68650, -1.34040], [-3.94467, 1.22400, -0.96872], [-5.59363, 1.28393, -2.70175], [-6.86068, 0.73324, -3.19368], [-7.87718, 0.29365, -3.55193], [-6.36010, 2.12180, -0.17728], [-7.21203, 0.59742, -0.46812], [-5.14435, -0.40604, -1.43318], [-3.70670, 0.91149, -0.07148], [-5.67921, 2.37154, -2.62354], [-4.80751, 1.05873, -3.42846]], "mulliken_charge": [-0.8032, -0.0791, 0.0359, -0.7221, 0.4119, -1.5063, 0.4842, -0.4070, -0.6355, 0.3569, -0.5710, -0.5194, -0.5958, -0.1919, 0.7660, -1.2258, -0.6436, 0.3203, 0.3441, 0.2090, 0.2921, 0.4160, 0.4241, 0.3821, 0.4585, 0.4110, 0.4160, 0.6311, 0.3577, 0.2776, 0.3328, 0.3206, 0.3246, -0.4144, 0.2193, -0.5356, 0.0293, -0.5984, -0.4363, 0.1443, -0.4122, 0.2947, 0.4339, 0.2088, 0.3104, 0.3609, 0.3233], "max_force_ha_per_bohr": 0.0397, "e_homo_ev": -8.50, "total_energy_ha": -1181.0060, "smiles": "CNC(=O)[C@H](Cc1ccc(O)cc1)NC(C)=O.N#CCC(O)CC#N", "orbital_gap_ev": 8.867, "e_lumo_ev": 0.37}



Record 5
{"formula": "C17H22N4O5", "method": "ωB97M-V/def2-TZVPD", "symbols": ["C", "C", "C", "O", "C", "O", "C", "N", "C", "O", "C", "C", "C", "C", "O", "C", "N", "C", "O", "C", "C", "N", "C", "C", "C", "N", "H", "H", "H", "H", "H", "H", "H", "H", "H", "H", "H", "H", "H", "H", "H", "H", "H", "H", "H", "H", "H", "H"], "positions_angstrom": [[-4.12795, -3.07849, -3.23295], [-4.25557, -1.89390, -3.12409], [-4.41827, -0.44909, -2.99590], [-3.92862, 0.03147, -1.73042], [-2.60064, 0.19634, -1.65160], [-1.83691, 0.01210, -2.56110], [-2.20057, 0.67978, -0.27910], [-0.76741, 0.76816, -0.18897], [-0.09834, 0.24767, 0.86894], [-0.65511, -0.13150, 1.88353], [1.41022, 0.13538, 0.68686], [1.72509, -1.10075, -0.16595], [3.21582, -1.27576, -0.42226], [3.50654, -2.48075, -1.29064], [3.07347, -3.64622, -0.61980], [3.30366, -4.81007, -1.37621], [2.00598, 0.06029, 2.00328], [3.13466, 0.73945, 2.30533], [3.84050, 1.29781, 1.48279], [3.53845, 0.64796, 3.75188], [4.77222, 0.10388, 4.08976], [5.14389, -0.05430, 5.35130], [4.28664, 0.34158, 6.29394], [4.70518, 0.18407, 7.72323], [3.04720, 0.86953, 5.94286], [2.65842, 1.00073, 4.68012], [-4.01174, -4.13104, -3.32786], [-3.89990, 0.06179, -3.80614], [-5.47179, -0.18072, -3.00926], [-2.68740, 1.64285, -0.10332], [-2.57298, -0.00724, 0.48100], [-0.27101, 0.93000, -1.05167], [1.79802, 1.02946, 0.19159], [1.32944, -1.98491, 0.33880], [1.19707, -1.01603, -1.12181], [3.62245, -0.38382, -0.90522], [3.74663, -1.38782, 0.52524], [2.98572, -2.39410, -2.25631], [4.58227, -2.54847, -1.50134], [2.94744, -5.65739, -0.79429], [2.76333, -4.77871, -2.33006], [4.37159, -4.94414, -1.58625], [1.38241, -0.21605, 2.75090], [5.46450, -0.20499, 3.31560], [3.91823, 0.49828, 8.40683], [4.95602, -0.85696, 7.92601], [5.59777, 0.77910, 7.91786], [2.34086, 1.17212, 6.70750]], "mulliken_charge": [0.1101, -0.3475, -0.5574, -0.3246, 0.6872, -0.5679, -0.7540, -0.1221, 0.3438, -0.6985, -0.0617, -0.7868, -0.3791, -0.7917, -0.2857, -0.7570, -0.1377, 0.4210, -0.6124, 0.5183, -0.3996, -0.5758, 0.7387, -1.1235, -0.3666, -0.5819, 0.4081, 0.3199, 0.3020, 0.2989, 0.3729, 0.3158, 0.5887, 0.2731, 0.2779, 0.3692, 0.1510, 0.3921, 0.4737, 0.2380, 0.3168, 0.2938, 0.3426, 0.4372, 0.3281, 0.2949, 0.2804, 0.3371], "max_force_ha_per_bohr": 0.0063, "e_homo_ev": -9.39, "total_energy_ha": -1256.1956, "smiles": "C#CCOC(=O)CNC(=O)[C@H](CCCOC)NC(=O)c1cnc(C)cn1", "orbital_gap_ev": 9.861, "e_lumo_ev": 0.47}